Formula: C2H5NO2
Source: the Open Molecules 2025 dataset
Level of theory: the ωB97M-V functional and the def2-TZVPD basis

Each atom is followed by the atoms it is bonded to, with distances in Å.
CARTESIAN COORDINATES (ANGSTROEM)
1 C -0.6415 -0.7048 1.4374  N3 1.624, O4 1.376, H6 1.091, H7 1.038
2 C 0.6953 -0.5725 -0.6120  N3 1.434, O5 1.407, H8 1.073, H9 1.252
3 N -0.4259 0.0585 0.0206  C1 1.624, C2 1.434, O4 1.486
4 O -0.1427 0.5762 1.3843  C1 1.376, N3 1.486
5 O 0.4741 -1.9129 -0.9800  C2 1.407, H10 0.982
6 H -1.6399 -0.8992 1.8327  C1 1.091
7 H 0.1019 -1.4270 1.4862  C1 1.038
8 H 1.5135 -0.5576 0.0826  C2 1.073
9 H 1.0744 0.0612 -1.6233  C2 1.252
10 H -0.2427 -2.1972 -1.5878  O5 0.982

Computed properties:
HOMO energy in eV: -10.01
Gap between HOMO and LUMO in eV: 10.89
SMILES: OCN1CO1
DFT total energy in eV: -7735.9362
Molecular weight in u: 75.07
Relative energy (zero: lowest compared OMol25 entry of this formula, charge and spin) in kcal per mole: 111.0
Spin multiplicity: 1